78
Properties=species:S:1:pos:R:3:forces:R:3:mulliken_spin:R:1 method="wB97M-V/def2-TZVPD" s2=8.78 homo_ev="-3.8 / -7.0" max_force_ev_per_a=5.48 multiplicity=6 lumo_energy_ev="-0.315 / -1.126"
Ir -16.152 -0.868 12.799 -4.625 -0.533 -0.906 1.973
C -11.971 1.560 12.703 -1.220 -0.413 -0.717 0.003
N -13.034 1.714 13.683 -0.476 0.285 1.080 0.003
C -13.081 2.855 14.607 -0.356 -0.443 0.097 0.002
C -14.047 0.859 13.740 -1.395 -1.481 -3.311 -0.035
O -14.244 -0.059 12.848 3.652 2.780 2.762 0.080
C -15.178 1.119 14.729 0.086 -0.523 0.097 0.157
O -15.960 -0.111 14.783 0.366 1.646 2.279 0.025
C -15.663 -1.055 15.806 0.707 0.473 1.534 0.008
C -15.400 -2.435 15.240 1.849 -1.716 -2.705 0.027
O -15.139 -2.546 13.959 -0.550 -0.570 5.426 0.094
N -15.205 -3.473 16.138 -1.167 1.135 -1.489 -0.001
C -15.369 -3.340 17.587 -0.924 -0.567 -0.399 0.002
C -14.733 -4.780 15.672 -0.057 0.453 0.522 0.002
H -11.007 1.504 13.166 0.540 0.040 0.403 0.001
H -12.034 2.418 12.031 0.259 -0.189 -0.222 0.001
H -12.200 0.613 12.171 0.324 0.769 0.132 -0.003
H -13.786 3.665 14.328 0.564 -0.412 -0.242 0.005
H -12.079 3.197 14.729 0.595 0.626 -0.003 0.000
H -13.407 2.488 15.584 0.312 0.309 -0.097 -0.001
H -15.820 1.997 14.452 0.416 -1.055 -0.118 -0.005
H -14.721 1.377 15.669 -0.388 -0.395 0.764 0.016
H -16.472 -1.081 16.582 0.604 0.225 -0.737 -0.009
H -14.680 -0.741 16.285 -1.143 -0.439 -0.218 0.000
H -14.453 -2.974 17.987 0.762 0.287 0.688 -0.002
H -15.613 -4.331 18.063 0.197 1.007 -0.692 0.001
H -16.174 -2.634 17.801 0.092 -0.221 0.184 -0.001
H -14.753 -4.742 14.565 0.766 -0.260 0.779 -0.001
H -15.414 -5.573 16.018 0.017 0.323 -0.150 0.001
H -13.782 -4.921 16.252 -0.341 -0.283 -1.330 0.000
C -14.773 -0.235 6.462 -0.288 -0.359 -0.573 0.007
Si -13.684 -0.441 7.947 -1.052 -1.042 1.706 -0.016
C -13.400 1.008 9.094 -0.212 1.220 -0.265 -0.021
C -12.062 -1.138 7.379 1.451 -0.439 1.380 0.019
C -14.514 -1.654 9.208 1.812 0.433 -2.443 -0.098
C -13.996 -2.954 9.275 0.198 1.239 0.366 0.105
C -14.512 -3.756 10.292 0.655 -2.070 0.311 0.130
C -15.347 -3.242 11.248 0.655 -2.115 -0.244 -0.014
N -15.618 -1.960 11.248 -1.241 0.144 -1.315 0.501
C -15.470 -1.212 10.108 0.150 -0.791 0.117 0.247
S -16.646 0.027 9.798 0.427 -1.040 -2.281 0.374
H -15.808 0.091 6.659 0.396 -0.393 0.016 -0.002
H -14.736 -1.147 5.810 -0.292 0.584 0.782 0.000
H -14.326 0.526 5.856 0.279 0.750 -0.600 0.000
H -13.440 1.974 8.532 0.346 -0.514 0.490 -0.002
H -12.422 0.890 9.607 -0.556 0.163 -0.294 0.001
H -14.224 1.058 9.835 0.683 -0.063 -0.337 0.022
H -11.344 -0.309 7.146 -0.560 -0.784 -0.034 0.001
H -12.301 -1.721 6.497 0.448 -0.233 -0.294 0.000
H -11.554 -1.825 8.182 -0.978 1.296 -1.528 -0.004
H -13.147 -3.332 8.668 -0.859 0.516 0.246 0.004
H -14.094 -4.778 10.364 -0.819 0.409 0.092 0.023
H -15.797 -3.888 12.018 0.445 0.524 -0.199 0.016
C -20.258 -4.209 9.919 -0.203 0.432 -1.467 0.010
C -19.983 -2.926 9.435 0.156 1.246 1.601 -0.010
C -19.646 -1.898 10.398 -0.533 -1.418 -2.128 0.015
C -19.589 -2.172 11.740 0.979 0.007 1.209 0.006
C -19.989 -3.437 12.156 -0.779 -0.511 -0.215 0.008
C -20.279 -4.471 11.264 -0.099 -0.844 1.983 -0.005
Si -18.546 -1.014 12.932 -0.929 -1.657 0.215 0.194
C -19.345 -1.213 14.668 0.618 -1.062 -0.791 -0.079
C -19.524 -2.401 15.443 0.562 1.789 -0.828 0.047
C -20.477 -2.440 16.399 -1.075 0.140 0.534 0.006
C -21.277 -1.313 16.720 0.860 -0.105 0.469 0.018
C -20.921 -0.109 16.179 1.107 0.524 -1.454 0.002
C -19.944 -0.083 15.102 -1.727 2.105 1.886 0.043
H -20.613 -4.956 9.224 0.298 -0.252 -0.155 0.001
H -20.053 -2.669 8.370 0.008 -0.246 0.513 0.000
H -19.518 -0.882 10.075 0.374 0.254 -0.346 0.004
H -20.326 -3.532 13.175 0.722 -0.462 0.563 0.004
H -20.504 -5.500 11.713 0.035 1.566 -0.986 0.000
H -19.224 0.199 12.462 -0.171 0.761 0.086 0.020
H -18.797 -3.174 15.374 0.110 -0.967 -0.549 0.005
H -20.616 -3.389 16.863 -0.290 -0.430 0.737 0.001
H -21.979 -1.298 17.545 -0.167 -0.439 -0.157 0.001
H -21.383 0.819 16.524 0.103 -0.271 -0.181 0.001
H -19.654 0.906 14.666 -0.614 -0.932 0.193 0.005
Se -16.997 1.146 11.583 0.100 2.481 0.760 1.067